{
  "formula": "C10H14K3N3O5",
  "method": "ωB97M-V/def2-TZVPD",
  "species": ["K", "K", "K", "O", "C", "O", "O", "H", "C", "N", "O", "O", "H", "H", "H", "N", "C", "C", "C", "C", "H", "H", "H", "H", "H", "N", "C", "C", "C", "C", "H", "H", "H", "H", "H"],
  "positions_angstrom": [[5.42, -2.34, -1.57], [2.40, -0.47, -5.20], [2.19, -4.26, -3.94], [1.02, -0.69, -1.22], [2.19, -1.24, -1.54], [3.13, -1.20, -0.73], [2.29, -1.65, -2.76], [1.12, -0.25, -0.36], [0.84, -2.82, 2.11], [-0.25, -2.32, 3.00], [-0.63, -3.06, 3.87], [-0.65, -1.19, 2.79], [0.80, -2.22, 1.20], [0.65, -3.86, 1.88], [1.75, -2.64, 2.68], [-1.80, 0.74, -0.77], [-2.58, 1.24, -1.77], [-3.87, 0.80, -1.57], [-3.86, 0.00, -0.39], [-2.58, 0.01, 0.10], [-0.80, 0.76, -0.74], [-2.13, 1.77, -2.60], [-4.67, 1.02, -2.26], [-4.75, -0.43, 0.05], [-2.09, -0.50, 0.92], [-0.23, 2.70, 1.52], [0.65, 1.68, 1.74], [1.59, 1.73, 0.75], [1.27, 2.85, -0.10], [0.13, 3.40, 0.40], [-0.98, 2.95, 2.14], [0.51, 1.04, 2.60], [2.46, 1.09, 0.66], [1.85, 3.08, -0.97], [-0.40, 4.29, 0.09]],
  "mulliken_charge": [0.985, 1.014, 0.996, -0.262, 0.622, -0.707, -0.871, 0.065, -0.468, 0.912, -0.529, -0.525, 0.000, 0.336, 0.293, 0.430, -0.626, -0.391, -0.703, -0.322, 0.128, 0.406, 0.412, 0.425, 0.343, 0.152, -0.706, -0.425, -0.408, -0.851, 0.222, 0.437, 0.798, 0.407, 0.411],
  "energy_ha": -2729.21928,
  "lumo_energy_ha": -0.2785,
  "gap_ev": 3.863,
  "de_lowest_ev": 0.9242,
  "total_charge": 2
}

{
  "formula": "C10H14N2",
  "method": "ωB97M-V/def2-TZVPD",
  "species": ["C", "N", "C", "C", "C", "C", "C", "C", "C", "N", "C", "C", "H", "H", "H", "H", "H", "H", "H", "H", "H", "H", "H", "H", "H", "H"],
  "positions_angstrom": [[1.08, -2.33, -0.85], [1.48, -1.08, -0.60], [1.01, -0.50, 0.74], [1.66, 0.75, 0.93], [1.22, 1.74, -0.05], [-0.18, 2.14, -0.28], [-0.97, 0.94, 0.01], [-2.25, 0.93, -0.47], [-3.10, -0.11, -0.22], [-2.74, -1.21, 0.49], [-1.44, -1.25, 1.08], [-0.49, -0.31, 0.57], [0.11, -2.31, -1.57], [1.64, -2.89, -1.62], [0.99, -2.88, 0.07], [2.43, -1.15, -0.45], [1.28, -1.31, 1.45], [2.92, 0.53, 0.69], [1.69, 1.31, 1.99], [1.74, 2.67, 0.09], [1.38, 1.58, -1.08], [-0.66, 2.83, 0.44], [-0.79, 2.52, -1.18], [-2.52, 1.83, -1.08], [-4.21, -0.18, -0.65], [-1.27, -2.28, 1.54]],
  "mulliken_charge": [-0.966, -0.347, -0.101, -0.540, -0.921, -0.813, 0.957, -0.710, -0.289, -0.596, -0.159, 0.072, 0.195, 0.355, 0.365, 0.238, 0.501, 0.208, 0.212, 0.501, 0.321, 0.362, 0.336, 0.229, 0.273, 0.319],
  "energy_ha": -498.80051,
  "lumo_energy_ha": 0.0296,
  "gap_ev": 9.796,
  "de_lowest_ev": 4.1342,
  "total_charge": 0,
  "smiles": "CN[C@H]1CCCc2ccncc21"
}

{
  "formula": "C10H14N2O",
  "method": "ωB97M-V/def2-TZVPD",
  "species": ["C", "C", "C", "C", "C", "C", "C", "C", "C", "C", "N", "N", "O", "H", "H", "H", "H", "H", "H", "H", "H", "H", "H", "H", "H", "H", "H"],
  "positions_angstrom": [[-2.22, 1.61, 0.44], [-0.02, 0.60, 0.14], [-0.07, 1.92, 0.11], [-2.46, -0.87, 0.19], [-1.46, -2.03, -0.12], [-0.08, -1.90, 0.55], [0.78, -0.61, 0.04], [1.13, 2.77, -0.09], [2.08, -0.44, 0.81], [1.13, -0.70, -1.47], [-1.31, 2.50, 0.28], [-1.85, 0.31, 0.40], [-3.67, -1.08, 0.30], [-3.31, 1.88, 0.47], [-1.97, -3.04, 0.03], [-1.33, -2.01, -1.16], [-0.26, -1.79, 1.65], [0.38, -2.91, 0.34], [2.08, 2.31, 0.10], [1.02, 3.20, -1.10], [0.89, 3.63, 0.58], [1.72, -0.20, 1.80], [2.39, 0.56, 0.46], [2.70, -1.32, 0.79], [0.30, -0.91, -2.14], [1.74, -1.56, -1.55], [1.67, 0.11, -1.86]],
  "mulliken_charge": [-0.206, -0.546, 1.056, 0.548, -0.601, -0.802, 1.375, -1.371, -1.448, -1.755, -0.668, -0.082, -0.638, 0.404, 0.320, 0.283, 0.340, 0.377, 0.489, 0.252, 0.382, 0.427, 0.176, 0.400, 0.388, 0.490, 0.411],
  "energy_ha": -574.12840,
  "lumo_energy_ha": 0.0245,
  "gap_ev": 9.713,
  "de_lowest_ev": 2.4705,
  "total_charge": 0
}

{
  "formula": "C10H14N2O",
  "method": "ωB97M-V/def2-TZVPD",
  "species": ["C", "O", "C", "N", "C", "C", "C", "C", "C", "C", "C", "N", "C", "H", "H", "H", "H", "H", "H", "H", "H", "H", "H", "H", "H", "H", "H"],
  "positions_angstrom": [[-2.38, -0.33, -1.48], [-2.40, -0.09, -0.07], [-1.14, 0.01, 0.54], [-0.30, -1.16, 0.30], [-0.52, -2.45, 0.94], [0.95, -0.69, 0.09], [2.11, -1.31, -0.21], [3.26, -0.53, -0.57], [3.20, 0.82, -0.65], [2.06, 1.51, -0.15], [0.93, 0.75, 0.05], [-0.41, 1.18, 0.17], [-0.77, 2.39, 0.73], [-3.44, -0.54, -1.83], [-1.65, -1.04, -1.82], [-2.03, 0.58, -1.91], [-1.41, 0.10, 1.53], [-0.40, -3.20, 0.18], [-0.04, -2.68, 1.96], [-1.52, -2.57, 1.34], [2.10, -2.45, -0.08], [4.14, -1.11, -0.90], [4.08, 1.42, -0.75], [2.01, 2.58, -0.24], [-0.99, 2.38, 1.77], [0.08, 3.00, 0.48], [-1.81, 2.74, 0.36]],
  "mulliken_charge": [-0.767, -0.392, -0.537, 0.296, -1.269, 0.302, -0.334, -0.510, -0.808, -0.706, 0.846, 0.133, -1.046, 0.242, 0.287, 0.318, 0.668, 0.408, 0.294, 0.429, 0.245, 0.334, 0.372, 0.277, 0.368, 0.285, 0.268],
  "energy_ha": -574.13099,
  "lumo_energy_ha": 0.0319,
  "gap_ev": 8.282,
  "de_lowest_ev": 2.3999,
  "total_charge": 0,
  "smiles": "COC1N(C)c2ccccc2N1C"
}